Entry from the Open Molecules 2025 dataset: C4H13NSi in the gas phase in a non-equilibrium geometry (the ωB97M-V functional and the def2-TZVPD basis).

Output
Total energy   -504.44809 Ha
SMILES   CC(C)[Si@H](C)N
2S+1   1
Kohn-Sham gap   10.1 eV
Energy relative to the best compared isomer or geometry (same formula, charge and spin)   37.0 kJ/mol

Positions of all 19 atoms, in Å:
C -0.3167 1.6722 -0.9490
C 0.5843 0.6251 -0.3907
C 1.6288 0.1059 -1.3920
Si -0.4773 -0.7516 0.2986
C -1.7060 -0.1299 1.5850
N 0.6778 -1.8951 0.9585
H -1.0812 1.3035 -1.6854
H -0.9092 2.0155 -0.0795
H 0.2463 2.6075 -1.1923
H 1.1511 0.9431 0.5231
H 1.2111 -0.7003 -2.0341
H 2.2842 -0.6044 -0.8301
H 2.0454 0.9105 -1.9772
H -1.0913 -1.6615 -0.7650
H -2.2428 0.7829 1.2074
H -2.6058 -0.6810 1.6375
H -1.3385 0.0340 2.5488
H 1.2911 -1.6069 1.6214
H 0.6485 -2.9695 0.9148

Want to see where the charge sits? The natural (NBO) charges in e are: atom 1 (C): -0.63, atom 2 (C): -0.67, atom 3 (C): -0.62, atom 4 (Si): 1.56, atom 5 (C): -1.13, atom 6 (N): -1.30, atom 7 (H): 0.21, atom 8 (H): 0.21, atom 9 (H): 0.21, atom 10 (H): 0.22, atom 11 (H): 0.21, atom 12 (H): 0.23, atom 13 (H): 0.21, atom 14 (H): -0.20, atom 15 (H): 0.24, atom 16 (H): 0.25, atom 17 (H): 0.24, atom 18 (H): 0.37, atom 19 (H): 0.40